No. 1
Computed, not measured: C25H46Cl2Cu2N3O4 as an isolated structure, with ωB97M-V with the def2-TZVPD basis set.

Geometry as XYZ:
```
82
Properties=species:S:1:pos:R:3
C 5.934 33.696 20.870
N 6.442 32.963 19.700
C 7.364 33.601 18.857
C 8.073 32.892 17.959
C 7.653 31.550 17.620
C 6.665 30.942 18.408
C 6.232 31.633 19.575
C 8.147 30.841 16.417
C 7.380 30.599 15.242
C 7.987 30.097 14.122
N 9.259 29.616 14.163
C 10.029 29.835 15.260
C 9.468 30.418 16.382
C 9.961 29.122 12.971
H 4.876 33.434 20.885
H 6.077 34.761 20.687
H 6.480 33.424 21.774
H 7.568 34.649 19.024
H 8.875 33.333 17.386
H 6.162 30.000 18.246
H 5.585 31.146 20.290
H 6.337 30.870 15.168
H 7.457 29.923 13.197
H 11.026 29.426 15.330
H 10.113 30.597 17.229
H 9.636 28.161 12.573
H 11.043 29.219 13.061
H 9.730 29.860 12.203
Cu 3.664 27.542 8.515
Cu 1.062 31.383 7.195
C 5.293 21.948 20.964
C 4.302 21.519 19.801
C 4.322 22.418 18.564
C 3.324 21.900 17.550
N 2.930 22.879 16.400
C 2.090 24.105 16.812
C 1.442 24.628 15.446
C 1.516 23.393 14.486
C 2.148 22.223 15.255
C 4.278 23.451 15.822
H 5.152 21.421 21.907
H 5.251 23.025 21.131
H 6.336 21.997 20.653
H 3.274 21.455 20.159
H 4.481 20.469 19.571
H 5.347 22.341 18.201
H 4.206 23.470 18.824
H 2.341 21.650 17.949
H 3.734 20.957 17.190
H 2.734 24.887 17.213
H 1.325 23.690 17.469
H 1.992 25.496 15.082
H 0.462 25.078 15.606
H 2.096 23.676 13.608
H 0.492 23.132 14.218
H 2.739 21.489 14.708
H 1.355 21.677 15.766
H 3.982 23.966 14.908
H 4.934 22.613 15.585
H 4.720 24.204 16.475
C 7.233 32.025 6.059
O 5.977 31.529 6.338
H 7.891 31.507 5.361
H 7.186 33.076 5.774
H 7.944 32.355 6.816
C 6.781 22.273 8.714
O 6.537 23.638 8.889
H 7.611 21.964 9.351
H 5.965 21.638 9.059
H 7.079 22.019 7.696
O -0.139 27.718 6.543
H -1.029 27.531 6.186
O 2.516 30.539 10.530
H 3.349 30.818 10.103
Cl 5.568 28.444 -0.679
C 5.365 28.720 1.023
C 5.179 27.479 1.963
Cl 6.421 26.273 1.732
H 4.554 29.437 1.147
H 6.253 29.152 1.483
H 4.303 26.877 1.723
H 5.175 27.708 3.029
```

Calculated values
- Net charge: +1
- Spin multiplicity: 1
- HOMO level: -6.680 eV

***

No. 2
Computed, not measured: a 8-piece molecular cluster, C26H44Cl4F12O14S2 overall, with ωB97M-V with the def2-TZVPD basis set.

Geometry as XYZ:
```
102
Properties=species:S:1:pos:R:3
C -3.389 24.587 0.983
C -3.881 25.662 0.048
O -5.152 26.148 0.660
C -5.706 27.195 0.159
O -5.337 27.907 -0.778
C -7.088 27.476 0.808
F -7.250 26.911 2.021
F -7.292 28.789 0.933
F -8.068 26.968 0.016
H -3.200 25.112 1.920
H -2.425 24.265 0.619
H -4.070 23.734 1.069
H -4.238 25.258 -0.898
H -3.213 26.515 -0.126
C -5.990 20.942 6.351
C -5.790 20.138 7.605
O -7.123 19.476 7.954
C -7.862 20.038 8.783
O -7.649 20.960 9.556
C -9.282 19.433 8.816
F -9.341 18.325 8.075
F -9.771 19.212 10.029
F -10.152 20.360 8.229
H -6.672 21.769 6.558
H -6.324 20.374 5.494
H -5.038 21.437 6.179
H -5.477 20.606 8.529
H -5.231 19.232 7.451
C -8.411 32.422 3.243
C -7.476 32.005 4.364
O -6.689 30.831 3.939
C -6.248 30.032 4.829
O -6.471 30.113 6.055
C -5.551 28.785 4.274
F -6.340 27.729 4.118
F -5.024 29.056 3.060
F -4.544 28.423 5.055
H -8.901 33.345 3.557
H -9.193 31.684 3.061
H -7.848 32.591 2.334
H -7.984 31.704 5.267
H -6.781 32.816 4.568
C -1.278 29.711 3.690
C -1.981 29.799 2.371
O -2.927 30.965 2.423
C -3.521 31.296 1.304
O -3.438 30.867 0.167
C -4.393 32.559 1.493
F -4.402 33.053 2.740
F -4.026 33.534 0.675
F -5.697 32.277 1.204
H -0.589 28.872 3.574
H -1.992 29.534 4.497
H -0.621 30.571 3.819
H -2.643 28.951 2.185
H -1.386 29.960 1.480
C 2.387 21.780 5.136
C 2.639 21.542 6.632
O 1.730 20.462 7.069
S 1.553 20.266 8.594
C 0.121 21.218 8.983
O 1.207 18.913 8.780
O 2.666 20.798 9.244
H 3.082 22.574 4.871
H 1.408 22.216 4.958
H 2.581 20.909 4.520
H 3.642 21.173 6.848
H 2.476 22.437 7.233
H -0.544 21.046 8.137
H 0.482 22.240 8.906
H -0.325 20.945 9.940
C -1.104 16.757 7.855
C -2.200 16.583 6.877
O -2.022 17.533 5.718
S -2.280 19.053 5.841
C -0.801 19.611 5.178
O -3.365 19.359 4.972
O -2.427 19.453 7.189
H -1.260 16.008 8.637
H -1.075 17.761 8.257
H -0.118 16.512 7.448
H -2.270 15.638 6.356
H -3.178 16.796 7.303
H -0.661 20.663 5.404
H -0.818 19.457 4.106
H 0.041 19.098 5.630
Cl -5.682 25.808 6.687
C -7.187 24.960 6.296
C -7.379 24.732 4.847
Cl -6.115 23.654 4.115
H -8.029 25.565 6.639
H -7.159 23.982 6.753
H -7.380 25.636 4.267
H -8.338 24.244 4.675
Cl -1.215 23.243 6.292
C -2.593 23.852 5.339
C -2.559 25.380 5.247
Cl -1.114 25.918 4.308
H -3.502 23.580 5.863
H -2.506 23.358 4.376
H -2.448 25.892 6.196
H -3.451 25.734 4.733
```

Calculated values
- Net charge: 0
- Spin multiplicity: 1
- SMILES: CCOC(=O)C(F)(F)F.CCOC(=O)C(F)(F)F.CCOC(=O)C(F)(F)F.CCOC(=O)C(F)(F)F.CCOS(C)(=O)=O.CCOS(C)(=O)=O.ClCCCl.ClCCCl
- HOMO level: -10.838 eV

***

No. 3
Computed, not measured: C6H12O12S3 as an isolated structure, with ωB97M-V with the def2-TZVPD basis set.

Geometry as XYZ:
```
33
Properties=species:S:1:pos:R:3
C 4.658 -6.125 -1.664
C 4.076 -5.018 -2.564
O 3.595 -4.006 -1.635
S 3.289 -4.693 -0.253
O 2.085 -5.430 -0.367
O 3.473 -3.800 0.815
O 4.559 -5.641 -0.327
H 5.711 -6.282 -1.905
H 4.257 -7.137 -1.736
H 3.225 -5.334 -3.165
H 4.770 -4.443 -3.169
C 10.893 -6.794 -8.069
C 12.125 -7.535 -8.687
O 12.045 -7.201 -10.074
S 10.498 -7.386 -10.425
O 10.126 -8.742 -10.262
O 10.204 -6.690 -11.598
O 10.001 -6.567 -9.150
H 11.147 -5.841 -7.619
H 10.505 -7.501 -7.336
H 12.070 -8.612 -8.557
H 13.047 -7.135 -8.277
C 7.898 -8.452 -6.873
C 6.661 -9.233 -6.438
O 5.810 -8.299 -5.763
S 6.522 -6.930 -5.441
O 6.680 -6.749 -4.054
O 5.922 -5.923 -6.228
O 7.944 -7.289 -6.061
H 7.852 -8.137 -7.920
H 8.807 -9.042 -6.777
H 6.936 -10.042 -5.760
H 6.095 -9.644 -7.270
```

Calculated values
- ΔE to the lowest compared entry with this formula, charge and spin: 0.628 eV
- Net charge: 0
- Spin multiplicity: 1
- HOMO level: -10.991 eV

***

No. 4
Computed, not measured: a 16-piece molecular cluster, H32O16 overall, with ωB97M-V with the def2-TZVPD basis set.

Geometry as XYZ:
```
48
Properties=species:S:1:pos:R:3
O 2.150 -5.273 1.605
H 2.520 -4.462 2.023
H 1.376 -5.298 2.200
O -4.017 1.188 -1.302
H -4.117 1.907 -0.677
H -4.757 1.111 -1.897
O -2.055 3.124 -2.922
H -1.502 3.787 -2.462
H -2.201 2.575 -2.135
O -0.384 -0.562 3.062
H -0.001 -0.940 2.236
H 0.171 0.113 3.439
O -2.256 -2.469 0.704
H -2.791 -2.719 -0.108
H -2.862 -2.094 1.344
O -3.587 0.096 3.195
H -3.660 0.116 4.145
H -3.760 0.920 2.703
O -4.913 0.167 0.919
H -4.235 -0.415 1.260
H -4.641 0.084 -0.025
O 0.536 -1.018 -1.477
H 0.508 -0.056 -1.493
H 1.148 -1.391 -2.113
O 2.558 0.933 -3.760
H 1.829 0.319 -3.903
H 2.755 0.983 -4.704
O 0.728 -3.027 1.423
H -0.177 -2.760 1.250
H 0.945 -3.886 1.024
O -1.327 2.358 0.357
H -0.479 1.989 0.124
H -1.420 2.388 1.340
O 0.158 1.900 -1.811
H -0.758 2.127 -2.019
H 0.610 1.489 -2.678
O 3.430 -1.865 -2.152
H 3.523 -2.817 -2.197
H 3.618 -1.704 -1.202
O 3.403 -1.539 1.052
H 2.724 -1.816 0.364
H 3.265 -0.588 0.993
O 1.034 3.449 1.654
H 1.281 2.872 0.904
H 1.901 3.841 1.927
O 4.428 2.243 0.270
H 5.370 2.059 0.015
H 3.928 2.560 -0.495
```

Calculated values
- ΔE to the lowest compared entry with this formula, charge and spin: 1.672 eV
- Expectation value of S²: 0.751
- Net charge: -1
- Spin multiplicity: 2
- HOMO level (spin up / spin down): 0.334 / -7.800 eV

***

no.,DFT total energy (eV)
1,-153626.0993
2,-160711.0146
3,-63489.1756
4,-33278.0204